(1)
{
  "formula": "C8H12N2OS",
  "method": "the ωB97M-V functional and the def2-TZVPD basis",
  "elements": ["C", "C", "C", "C", "C", "C", "C", "C", "N", "N", "O", "S", "H", "H", "H", "H", "H", "H", "H", "H", "H", "H", "H", "H"],
  "coordinates": [[2.804, -2.130, 1.236], [2.226, -1.289, 2.112], [2.479, -2.062, -0.140], [1.389, -0.283, 1.671], [1.511, -1.184, -0.648], [0.959, -0.320, 0.371], [-1.771, 1.066, -1.689], [-2.391, 0.822, 0.776], [0.420, 2.957, -0.982], [-1.708, 1.630, -0.262], [-0.034, 2.384, 1.442], [-0.083, 1.977, 0.076], [3.314, -2.996, 1.582], [2.688, -1.451, 3.151], [3.227, -2.452, -0.778], [0.907, 0.413, 2.385], [1.339, -0.941, -1.694], [-0.760, 1.504, -2.031], [-1.931, -0.050, -1.870], [-2.589, 1.639, -2.202], [-3.298, 0.477, 0.324], [-1.970, -0.194, 0.931], [-2.532, 1.347, 1.699], [0.908, 3.762, -0.598]],
  "homo_energy_ev": [-7.038, -9.189],
  "lumo_ev": [0.871, -2.314],
  "homo_lumo_gap_ev": [7.91, 6.87],
  "multiplicity": 3,
  "s_squared": 2.017
}

(2)
{
  "formula": "C18H23N3O2S",
  "method": "the ωB97M-V functional and the def2-TZVPD basis",
  "elements": ["C", "C", "C", "C", "O", "N", "C", "C", "O", "C", "C", "C", "C", "C", "C", "C", "C", "C", "C", "C", "N", "C", "S", "N", "H", "H", "H", "H", "H", "H", "H", "H", "H", "H", "H", "H", "H", "H", "H", "H", "H", "H", "H", "H", "H", "H", "H"],
  "coordinates": [[-1.920, -3.236, -0.534], [-2.180, -1.840, -0.063], [-1.326, -1.092, 0.640], [0.026, -1.535, 1.099], [0.245, -1.768, 2.276], [0.995, -1.626, 0.159], [0.833, -1.205, -1.223], [2.116, -1.499, -1.996], [3.235, -0.822, -1.472], [3.231, -0.725, -0.056], [2.370, -1.802, 0.592], [-1.712, 0.268, 1.188], [-0.657, 1.285, 0.788], [-0.654, 1.730, -0.530], [0.307, 2.610, -1.003], [0.313, 3.059, -2.432], [1.287, 3.041, -0.119], [1.282, 2.617, 1.196], [0.315, 1.741, 1.680], [0.343, 1.330, 3.121], [-3.017, 0.661, 0.683], [-3.836, -0.078, -0.077], [-5.284, 0.495, -0.623], [-3.431, -1.336, -0.396], [-0.948, -3.579, -0.195], [-2.681, -3.903, -0.131], [-1.966, -3.293, -1.622], [0.623, -0.130, -1.268], [0.004, -1.744, -1.686], [2.299, -2.585, -2.008], [2.014, -1.158, -3.029], [4.271, -0.814, 0.269], [2.851, 0.265, 0.239], [2.389, -1.711, 1.680], [2.733, -2.799, 0.318], [-1.760, 0.201, 2.285], [-1.428, 1.378, -1.199], [-0.605, 2.768, -2.937], [1.156, 2.614, -2.962], [0.418, 4.141, -2.492], [2.056, 3.717, -0.462], [2.047, 2.974, 1.869], [0.413, 0.249, 3.222], [-0.563, 1.659, 3.631], [1.196, 1.779, 3.623], [-3.327, 1.598, 0.890], [-4.074, -1.897, -0.933]],
  "homo_energy_ev": -8.193,
  "lumo_ev": 0.527,
  "smiles": "CC1=C(C(=O)N2CCOCC2)[C@@H](c2cc(C)ccc2C)NC(=S)N1",
  "homo_lumo_gap_ev": 8.72
}

(3)
{
  "formula": "C18H27F9O8",
  "method": "the ωB97M-V functional and the def2-TZVPD basis",
  "elements": ["C", "C", "O", "C", "O", "C", "F", "F", "F", "H", "H", "H", "H", "H", "C", "C", "O", "C", "O", "C", "F", "F", "F", "H", "H", "H", "H", "H", "C", "C", "O", "C", "O", "C", "F", "F", "F", "H", "H", "H", "H", "H", "C", "C", "C", "O", "H", "H", "H", "H", "H", "H", "C", "C", "C", "O", "H", "H", "H", "H", "H", "H"],
  "coordinates": [[-2.921, 0.507, -1.641], [-3.206, 0.907, -0.195], [-4.372, 0.138, 0.305], [-5.590, 0.750, 0.498], [-5.716, 1.946, 0.251], [-6.795, -0.244, 0.891], [-7.800, -0.105, 0.022], [-6.317, -1.475, 0.856], [-7.206, 0.022, 2.119], [-3.814, 0.242, -2.208], [-2.354, -0.415, -1.512], [-2.395, 1.261, -2.226], [-3.419, 1.974, -0.254], [-2.404, 0.705, 0.515], [-1.490, -2.646, 1.407], [-2.135, -1.984, 2.606], [-1.784, -0.618, 2.614], [-0.718, -0.139, 3.351], [-0.147, -0.874, 4.222], [-0.307, 1.304, 3.069], [-0.234, 2.102, 4.138], [0.924, 1.274, 2.618], [-1.152, 1.876, 2.214], [-2.092, -2.462, 0.517], [-1.397, -3.732, 1.398], [-0.511, -2.197, 1.240], [-1.734, -2.530, 3.460], [-3.224, -2.015, 2.625], [1.975, -4.309, -1.344], [3.255, -3.873, -2.010], [2.942, -3.257, -3.259], [3.192, -1.947, -3.506], [3.848, -1.200, -2.792], [2.482, -1.375, -4.850], [1.798, -0.282, -4.560], [3.431, -1.193, -5.782], [1.614, -2.300, -5.320], [1.921, -4.341, -0.256], [1.865, -5.286, -1.815], [1.080, -3.726, -1.559], [3.874, -4.763, -2.129], [3.835, -3.162, -1.421], [1.387, 1.452, -1.001], [1.039, 0.105, -0.426], [2.081, -0.717, 0.250], [-0.154, -0.265, -0.517], [2.454, 1.595, -0.832], [0.782, 2.194, -0.480], [1.173, 1.454, -2.070], [2.489, -1.398, -0.497], [1.597, -1.206, 1.095], [3.004, -0.201, 0.514], [1.850, 3.807, 1.840], [2.369, 4.992, 0.988], [3.800, 4.743, 0.625], [1.688, 5.990, 0.700], [1.019, 4.169, 2.447], [2.592, 3.427, 2.542], [1.522, 3.148, 1.037], [4.226, 3.740, 0.678], [4.425, 5.390, 1.240], [3.853, 5.024, -0.427]],
  "homo_energy_ev": -9.742,
  "lumo_ev": 0.272,
  "smiles": "CCOC(=O)C(F)(F)F.CCOC(=O)C(F)(F)F.CCOC(=O)C(F)(F)F.CC(C)=O.CC(C)=O",
  "homo_lumo_gap_ev": 10.01
}

(4)
{
  "formula": "C9H12FeS8",
  "method": "the ωB97M-V functional and the def2-TZVPD basis",
  "elements": ["Fe", "C", "C", "S", "C", "C", "S", "C", "C", "S", "H", "H", "H", "H", "H", "H", "H", "H", "H", "H", "H", "H", "S", "C", "S", "C", "C", "S", "S", "S"],
  "coordinates": [[0.121, 0.934, -0.261], [1.934, -1.180, -2.267], [0.612, -1.962, -2.189], [-0.833, -0.871, -1.843], [-1.804, -1.770, -0.692], [-1.142, -2.327, 0.569], [-0.476, -0.930, 1.532], [1.298, -1.330, 1.697], [2.085, -1.709, 0.435], [2.337, -0.318, -0.708], [1.821, -0.387, -3.035], [2.738, -1.869, -2.641], [0.553, -2.655, -1.294], [0.425, -2.586, -3.088], [-2.331, -2.620, -1.168], [-2.575, -1.028, -0.325], [-0.350, -3.047, 0.384], [-1.979, -2.752, 1.165], [1.414, -2.036, 2.458], [1.693, -0.399, 1.995], [1.660, -2.516, -0.091], [3.093, -2.000, 0.783], [-2.678, 7.010, 2.605], [-1.925, 5.802, 1.745], [-0.173, 5.487, 1.694], [-0.228, 3.955, 0.780], [-1.576, 3.532, 0.442], [-2.029, 2.001, -0.276], [-2.848, 4.577, 0.904], [1.162, 2.994, 0.689]],
  "homo_energy_ev": [-10.554, -11.491],
  "lumo_ev": [-2.933, -5.276],
  "homo_lumo_gap_ev": [7.62, 6.21],
  "charge": 1,
  "multiplicity": 6,
  "s_squared": 8.794
}

(5)
{
  "formula": "C20H35CdNSi2",
  "method": "the ωB97M-V functional and the def2-TZVPD basis",
  "elements": ["C", "C", "C", "H", "C", "H", "H", "H", "C", "H", "H", "C", "H", "H", "C", "H", "H", "C", "H", "H", "Cd", "H", "C", "Si", "C", "C", "C", "C", "C", "C", "C", "C", "N", "Si", "C", "C", "C", "H", "H", "H", "H", "H", "H", "H", "H", "H", "H", "H", "H", "H", "H", "H", "H", "H", "H", "H", "H", "H", "H"],
  "coordinates": [[1.393, 3.203, -1.666], [-1.448, 3.862, -1.105], [0.915, 2.787, -2.881], [2.242, 2.660, -1.229], [-1.966, 3.068, -2.134], [-2.040, 3.972, -0.191], [1.445, 1.955, -3.364], [-2.917, 2.540, -1.958], [-0.042, 3.510, -3.800], [0.216, 3.176, -4.824], [0.130, 4.600, -3.826], [1.030, 4.492, -0.973], [1.732, 5.302, -1.232], [1.149, 4.316, 0.112], [-0.407, 4.953, -1.274], [-0.454, 5.452, -2.251], [-0.641, 5.741, -0.543], [-1.557, 3.219, -3.583], [-2.141, 4.006, -4.097], [-1.777, 2.277, -4.113], [-0.514, 1.803, -1.058], [0.587, 0.604, -1.699], [-1.995, -1.403, -1.223], [-1.588, -1.745, 0.580], [-2.229, -0.383, 1.699], [-2.585, -3.299, 1.005], [0.240, -2.016, 0.986], [0.997, -0.882, 1.424], [2.071, -1.008, 2.376], [2.734, 0.105, 2.857], [2.311, 1.371, 2.441], [1.280, 1.448, 1.493], [0.643, 0.384, 1.015], [0.939, -3.743, 1.290], [0.523, -4.151, 3.080], [0.205, -5.082, 0.189], [2.780, -3.896, 0.978], [-3.075, -1.567, -1.350], [-1.465, -2.103, -1.883], [-1.774, -0.381, -1.565], [-3.329, -0.381, 1.653], [-1.931, -0.569, 2.742], [-1.857, 0.609, 1.406], [-2.603, -4.009, 0.166], [-2.256, -3.834, 1.906], [-3.620, -2.965, 1.179], [2.329, -2.003, 2.752], [3.538, -0.012, 3.593], [2.766, 2.284, 2.819], [0.965, 2.444, 1.150], [-0.557, -4.103, 3.264], [0.873, -5.167, 3.304], [1.006, -3.454, 3.774], [0.442, -4.893, -0.869], [0.677, -6.039, 0.471], [-0.880, -5.202, 0.285], [2.980, -3.860, -0.101], [3.389, -3.120, 1.451], [3.121, -4.871, 1.353]],
  "homo_energy_ev": -5.132,
  "lumo_ev": -1.433,
  "homo_lumo_gap_ev": 3.70
}

(6)
{
  "formula": "C10H30O5",
  "method": "the ωB97M-V functional and the def2-TZVPD basis",
  "elements": ["C", "C", "O", "H", "H", "H", "H", "H", "H", "C", "C", "O", "H", "H", "H", "H", "H", "H", "C", "C", "O", "H", "H", "H", "H", "H", "H", "C", "C", "O", "H", "H", "H", "H", "H", "H", "C", "C", "O", "H", "H", "H", "H", "H", "H"],
  "coordinates": [[1.655, -1.480, -2.651], [1.190, -0.044, -2.834], [1.345, 0.507, -4.150], [2.742, -1.501, -2.720], [1.178, -2.024, -3.466], [1.311, -1.857, -1.687], [1.767, 0.543, -2.119], [0.134, -0.061, -2.566], [1.021, 1.410, -4.167], [-0.149, 2.627, 0.948], [0.909, 2.485, -0.030], [2.157, 2.894, 0.488], [-1.160, 2.446, 0.582], [-0.255, 3.702, 1.100], [-0.030, 2.069, 1.876], [0.668, 3.056, -0.926], [0.823, 1.444, -0.343], [2.770, 3.146, -0.208], [2.829, 0.287, -0.282], [2.223, -1.106, 0.035], [3.240, -2.039, -0.315], [3.655, 0.516, 0.391], [2.254, 1.202, -0.139], [3.339, 0.437, -1.235], [1.299, -1.377, -0.477], [2.008, -1.220, 1.097], [2.741, -2.858, -0.366], [-0.924, -1.518, -0.748], [-0.717, -0.372, 0.247], [-1.125, -0.686, 1.556], [-0.121, -2.217, -0.516], [-0.806, -1.249, -1.798], [-1.906, -1.986, -0.673], [-1.417, 0.414, -0.036], [0.261, 0.108, 0.281], [-2.083, -0.727, 1.581], [-4.163, -0.082, 3.328], [-3.134, -0.990, 2.602], [-3.039, -0.559, 1.223], [-5.182, -0.395, 3.102], [-4.196, 0.969, 3.041], [-3.929, -0.105, 4.393], [-3.249, -2.057, 2.796], [-2.165, -0.844, 3.080], [-3.768, -0.907, 0.703]],
  "homo_energy_ev": -9.240,
  "lumo_ev": 0.295,
  "homo_lumo_gap_ev": 9.53
}

Calculated energy (Ha), listed in the same order as above: -894.70588; -1412.66990; -2202.74525; -4799.12924; -1584.37741; -774.86492